{
  "formula": "C51H130N6O17",
  "method": "wB97M-V/def2-TZVPD",
  "max_force_ev_per_a": 2.1,
  "molar_mass_da": 1099.63,
  "de_lowest_kj_mol": 0.0,
  "charge": 0,
  "e_lumo_ev": 0.383,
  "homo_ha": -0.312,
  "smiles": "COCCNCCOC.COCCNCCOC.COCCNCCOC.COCCNCCOC.COCCNCCOC.COCCNCCOC.CC(C)O.CC(C)O.CC(C)O.CC(C)O.CC(C)O",
  "elements": ["C", "O", "C", "C", "N", "C", "C", "O", "C", "H", "H", "H", "H", "H", "H", "H", "H", "H", "H", "H", "H", "H", "H", "H", "C", "O", "C", "C", "N", "C", "C", "O", "C", "H", "H", "H", "H", "H", "H", "H", "H", "H", "H", "H", "H", "H", "H", "H", "C", "O", "C", "C", "N", "C", "C", "O", "C", "H", "H", "H", "H", "H", "H", "H", "H", "H", "H", "H", "H", "H", "H", "H", "C", "O", "C", "C", "N", "C", "C", "O", "C", "H", "H", "H", "H", "H", "H", "H", "H", "H", "H", "H", "H", "H", "H", "H", "C", "O", "C", "C", "N", "C", "C", "O", "C", "H", "H", "H", "H", "H", "H", "H", "H", "H", "H", "H", "H", "H", "H", "H", "C", "O", "C", "C", "N", "C", "C", "O", "C", "H", "H", "H", "H", "H", "H", "H", "H", "H", "H", "H", "H", "H", "H", "H", "C", "C", "C", "O", "H", "H", "H", "H", "H", "H", "H", "H", "C", "C", "C", "O", "H", "H", "H", "H", "H", "H", "H", "H", "C", "C", "C", "O", "H", "H", "H", "H", "H", "H", "H", "H", "C", "C", "C", "O", "H", "H", "H", "H", "H", "H", "H", "H", "C", "C", "C", "O", "H", "H", "H", "H", "H", "H", "H", "H"],
  "positions_angstrom": [[2.0231, 0.5220, 3.8567], [2.8516, 0.6815, 4.9787], [4.1753, 0.2631, 4.6946], [5.0734, 0.6555, 5.8362], [4.8955, -0.2026, 7.0028], [5.8574, 0.0280, 8.0686], [5.4802, -0.7978, 9.2989], [6.5495, -0.8716, 10.2286], [6.7582, 0.3445, 10.9215], [1.6522, -0.5002, 3.7024], [2.4809, 0.8479, 2.9202], [1.1001, 1.0858, 4.0029], [4.5787, 0.7244, 3.7832], [4.1717, -0.8202, 4.5278], [4.9603, 1.7286, 6.0446], [6.1118, 0.4903, 5.5244], [3.9511, -0.0106, 7.3291], [5.8692, 1.0914, 8.3564], [6.8747, -0.1780, 7.7343], [5.2999, -1.8146, 8.9457], [4.5580, -0.4593, 9.7799], [5.8847, 0.7150, 11.4719], [7.0228, 1.1469, 10.2281], [7.5493, 0.1408, 11.6383], [-3.4586, 9.1998, -5.0246], [-2.7177, 8.0762, -4.6649], [-2.1509, 7.3949, -5.7676], [-1.4180, 6.1883, -5.2127], [-2.3937, 5.1672, -4.7931], [-1.9090, 4.4102, -3.6545], [-2.7826, 3.2142, -3.3110], [-4.0379, 3.4903, -2.7040], [-3.9513, 4.1589, -1.4535], [-3.7289, 9.8023, -4.1548], [-4.4046, 9.0045, -5.5406], [-2.8531, 9.8928, -5.6249], [-1.4161, 8.0727, -6.2272], [-2.9505, 7.1338, -6.4709], [-0.8219, 6.5246, -4.3533], [-0.6755, 5.7979, -5.9124], [-3.2097, 5.6901, -4.4914], [-1.8638, 5.0219, -2.7413], [-0.9219, 3.9842, -3.8480], [-2.2262, 2.5592, -2.6197], [-3.0526, 2.5979, -4.1705], [-3.0035, 3.9713, -0.9420], [-4.7276, 3.7211, -0.8198], [-4.1679, 5.2183, -1.6118], [4.3521, -5.8589, 0.9658], [3.8725, -5.6377, 2.2669], [4.4558, -4.5273, 2.9137], [4.0523, -4.5879, 4.3953], [2.6147, -4.7244, 4.5691], [1.8677, -3.4880, 4.3026], [0.3798, -3.7727, 4.4011], [-0.0449, -4.5496, 3.2897], [0.0695, -3.9412, 2.0255], [3.9975, -5.0938, 0.2678], [4.0889, -6.8471, 0.5954], [5.4475, -5.8366, 0.9326], [4.0297, -3.6522, 2.4006], [5.5476, -4.4503, 2.8410], [4.4326, -3.7147, 4.9269], [4.4749, -5.4793, 4.8631], [2.2011, -5.2768, 3.8147], [2.1045, -3.0005, 3.3472], [2.0849, -2.7409, 5.0810], [-0.1688, -2.8190, 4.4460], [0.1033, -4.3000, 5.3110], [1.0949, -3.9247, 1.6428], [-0.4083, -2.9562, 2.0417], [-0.4970, -4.5881, 1.3549], [6.7437, 5.8592, -9.5761], [5.6015, 5.0129, -9.5974], [5.1423, 4.6828, -8.3155], [3.8087, 3.9682, -8.4421], [3.1228, 3.8695, -7.1429], [1.8936, 3.0837, -7.3359], [1.1012, 2.9444, -6.0514], [1.4409, 1.7262, -5.4024], [0.7741, 1.5949, -4.1712], [6.9855, 6.0757, -10.6096], [7.5503, 5.3139, -9.0723], [6.5634, 6.7511, -8.9703], [5.0301, 5.5341, -7.6348], [5.8292, 3.9695, -7.8377], [3.9833, 2.9409, -8.8037], [3.1540, 4.3451, -9.2291], [3.6948, 3.3061, -6.5203], [2.1488, 2.0743, -7.6829], [1.2081, 3.5154, -8.0653], [0.0284, 3.0687, -6.2313], [1.4148, 3.7328, -5.3524], [-0.3166, 1.7019, -4.2146], [1.1283, 2.4276, -3.5432], [1.0723, 0.6654, -3.6935], [-10.0022, -4.7731, 4.4905], [-8.6429, -4.7493, 4.1389], [-8.1150, -3.4978, 3.7991], [-6.6717, -3.7470, 3.3798], [-5.8165, -2.5596, 3.3871], [-4.4761, -2.8423, 2.9294], [-3.5415, -1.6515, 3.1306], [-3.1204, -1.5841, 4.4647], [-2.2647, -0.4977, 4.7316], [-10.3090, -5.7964, 4.6997], [-10.5884, -4.5007, 3.6042], [-10.2297, -4.1355, 5.3466], [-8.1915, -2.8432, 4.6809], [-8.6677, -2.9989, 2.9910], [-6.6252, -4.2365, 2.4056], [-6.2724, -4.4721, 4.1042], [-5.8453, -2.1994, 4.3332], [-4.4824, -3.1028, 1.8688], [-4.0253, -3.7171, 3.4269], [-4.0495, -0.7440, 2.7856], [-2.7406, -1.8523, 2.4063], [-1.3181, -0.6338, 4.1916], [-2.1307, -0.4533, 5.8085], [-2.6667, 0.4514, 4.3562], [-4.7156, -6.7926, -0.8570], [-4.2547, -5.4859, -0.6258], [-2.8410, -5.3123, -0.8222], [-2.5503, -3.8747, -0.4407], [-3.2286, -2.8405, -1.2267], [-2.9767, -2.9885, -2.6510], [-3.5652, -1.7952, -3.4207], [-2.9372, -1.7538, -4.6923], [-2.7482, -0.4483, -5.1889], [-5.7680, -6.8258, -0.5830], [-4.1534, -7.5401, -0.2877], [-4.6454, -7.0330, -1.9254], [-2.5839, -5.5626, -1.8548], [-2.4198, -6.0062, -0.0876], [-1.4743, -3.7494, -0.6042], [-2.7529, -3.8460, 0.6285], [-4.2161, -2.9952, -1.0267], [-3.3176, -3.9118, -3.1320], [-1.8986, -2.9570, -2.8316], [-3.3598, -0.8929, -2.8385], [-4.6363, -1.9315, -3.6038], [-2.4200, 0.2858, -4.4483], [-3.6902, -0.0971, -5.6305], [-2.0141, -0.4726, -5.9940], [3.0674, -1.5514, 0.4728], [3.8033, -0.3783, -0.1178], [3.7530, -0.3060, -1.6379], [3.2308, 0.8323, 0.4347], [2.0177, -1.5648, 0.1535], [2.9641, -1.5774, 1.5602], [3.4438, -2.5237, 0.1436], [4.8592, -0.4751, 0.1588], [2.7558, -0.1095, -2.0296], [4.0948, -1.2597, -2.0588], [4.4626, 0.4000, -2.0713], [4.0231, 1.2700, 0.7685], [-2.9631, 2.6375, 2.1087], [-3.7333, 3.8964, 2.4503], [-3.9378, 4.1228, 3.9334], [-3.0932, 4.9960, 1.7944], [-1.9010, 2.6816, 2.3804], [-2.9835, 2.4259, 1.0388], [-3.2757, 1.6966, 2.5687], [-4.6954, 3.7459, 1.9390], [-4.3761, 5.0584, 4.2666], [-2.9187, 4.1261, 4.3490], [-4.3671, 3.2293, 4.3892], [-3.7808, 5.4881, 1.3414], [1.7769, 5.2038, -1.8550], [1.7488, 4.1423, -0.7640], [0.3096, 3.7166, -0.4476], [2.4725, 3.0205, -1.2598], [1.1973, 4.9384, -2.7394], [2.8096, 5.3969, -2.1516], [1.3933, 6.1508, -1.4679], [2.2556, 4.5336, 0.1237], [-0.2743, 4.5468, -0.0482], [0.3590, 2.9634, 0.3479], [-0.1670, 3.2259, -1.2962], [2.4658, 2.3181, -0.5881], [1.8301, -6.3058, -2.0633], [2.0773, -4.9409, -2.6739], [1.0574, -3.8872, -2.2742], [3.4170, -4.4789, -2.5105], [0.7996, -6.5841, -1.8395], [2.4096, -6.4343, -1.1446], [2.1681, -7.0952, -2.7426], [1.9623, -5.0493, -3.7626], [0.0245, -4.1128, -2.5217], [1.3504, -2.9249, -2.6974], [1.1172, -3.7885, -1.1822], [3.9792, -5.1525, -2.9062], [-0.3119, 0.1131, 1.3206], [-1.1728, 0.1655, 0.1061], [-0.4402, -0.3640, -1.1062], [-2.3511, -0.5999, 0.2768], [0.0640, -0.8966, 1.4955], [-0.8205, 0.5878, 2.1648], [0.5934, 0.7313, 1.3109], [-1.4599, 1.1951, -0.1451], [-1.0542, -0.4951, -2.0046], [0.0271, -1.3323, -0.8936], [0.3633, 0.2692, -1.5006], [-2.6080, -1.1728, -0.4739]],
  "forces_ev_per_angstrom": [[-1.05, -0.08, -0.21], [0.26, 0.13, -0.39], [-0.04, -0.10, 0.13], [0.89, -0.63, 0.18], [-0.59, 0.15, -0.25], [-0.68, 0.95, 0.36], [0.74, -0.61, -0.53], [-0.56, 0.23, 0.17], [0.04, -0.02, -0.11], [0.46, -0.28, 0.14], [0.18, 0.10, 0.06], [0.18, 0.31, 0.16], [-0.33, 0.20, -0.10], [0.20, -0.09, 0.12], [-0.07, 0.00, 0.04], [-0.06, 0.19, -0.19], [0.11, -0.26, 0.27], [0.03, 0.09, -0.04], [-0.05, -0.44, -0.03], [0.03, -0.07, 0.15], [-0.01, 0.28, 0.00], [-0.21, -0.37, -0.01], [0.36, 0.01, 0.11], [0.13, 0.23, -0.06], [-0.05, 1.21, -0.10], [-0.37, -0.26, 0.57], [0.62, 0.34, 0.20], [-0.34, -0.08, 0.31], [0.44, 0.34, -0.21], [-0.67, -0.59, 0.31], [-0.34, -0.61, 0.40], [0.21, 0.28, -0.08], [-0.49, -0.53, -0.24], [0.14, -0.46, 0.33], [0.15, -0.39, -0.22], [-0.05, -0.18, -0.29], [-0.20, -0.14, -0.31], [0.23, -0.15, -0.16], [-0.07, 0.22, 0.05], [-0.29, -0.16, -0.27], [-0.12, -0.19, 0.00], [0.41, 0.10, -0.06], [0.13, 0.31, -0.15], [0.16, 0.09, -0.01], [0.26, 0.26, -0.24], [0.12, 0.29, -0.12], [-0.07, 0.17, 0.00], [0.31, 0.11, 0.33], [0.63, 0.34, -0.27], [0.40, -0.87, 0.14], [-0.50, 0.54, 0.24], [-0.33, -0.57, -0.74], [-1.16, 1.00, -0.73], [0.05, 0.49, 1.63], [0.09, 0.71, -0.79], [-0.16, -0.48, 0.41], [-0.46, -0.43, 0.14], [-0.12, 0.00, -0.08], [-0.46, -0.02, 0.27], [0.08, 0.12, 0.13], [0.24, 0.32, 0.34], [0.02, -0.42, -0.26], [-0.12, 0.07, 0.04], [0.38, 0.06, -0.18], [0.77, -0.87, 0.39], [-0.02, -0.09, -0.08], [0.18, -0.09, -0.06], [-0.04, 0.00, -0.28], [0.26, -0.32, -0.09], [0.09, 0.31, 0.11], [0.23, 0.14, -0.18], [-0.02, 0.08, -0.06], [-0.29, -0.90, 0.65], [-0.04, 0.59, -0.14], [-0.43, -0.57, 0.13], [0.08, -1.23, 0.17], [-0.64, 0.16, -0.82], [-0.12, -0.27, 0.51], [0.74, 0.18, 0.76], [-0.69, -0.54, -0.71], [0.62, 1.06, 0.55], [0.15, 0.19, 0.03], [0.30, 0.10, -0.26], [-0.12, 0.23, -0.28], [0.05, 0.27, -0.25], [0.23, 0.17, 0.09], [0.33, 0.02, -0.11], [-0.02, 0.77, 0.37], [0.14, 0.17, 0.05], [-0.21, -0.08, -0.12], [0.46, 0.38, -0.25], [-0.13, -0.41, 0.08], [-0.20, 0.34, -0.20], [-0.04, -0.34, -0.38], [-0.12, -0.22, 0.35], [-0.10, -0.12, -0.18], [-0.16, -0.01, -0.86], [0.06, -0.81, 0.11], [0.10, 0.47, -0.01], [0.52, -0.15, 0.64], [-1.19, -0.15, -0.30], [0.34, 0.28, 0.62], [-0.32, -0.98, -1.16], [-0.24, 0.09, 0.29], [0.03, -0.10, -0.59], [0.36, -0.07, 0.26], [-0.24, 0.42, 0.22], [-0.04, 0.14, 0.00], [0.28, 0.14, -0.07], [-0.13, -0.17, -0.01], [-0.12, 0.14, -0.10], [-0.07, -0.23, -0.09], [0.49, 0.14, -0.02], [-0.28, 0.20, -0.09], [0.02, 0.01, 0.14], [0.05, 0.16, 0.21], [0.50, 0.43, 0.40], [0.17, -0.04, 0.30], [0.19, 0.05, -0.02], [-0.23, 0.00, 0.19], [0.01, 0.08, -0.45], [0.01, 0.46, -0.15], [-1.70, -0.38, 0.51], [1.11, -0.59, -0.46], [-0.50, -0.91, 0.57], [0.02, 0.66, -0.77], [0.25, -0.68, -0.22], [0.67, 0.20, 0.38], [-0.59, 0.10, -0.70], [0.03, -0.01, 0.13], [0.00, 0.02, 0.08], [0.07, -0.14, 0.02], [0.22, -0.13, 0.04], [0.84, 0.08, -0.32], [0.04, 0.22, 0.28], [-0.13, 0.73, -0.03], [-0.06, 0.30, -0.26], [-0.21, -0.11, 0.31], [0.05, 0.09, 0.19], [-0.18, 0.14, -0.10], [-0.12, 0.24, 0.42], [0.04, -0.22, 0.25], [0.05, 0.22, 0.09], [0.07, -0.18, 0.09], [-1.28, -0.90, -0.19], [-0.18, -0.16, -0.41], [0.44, -0.80, -0.37], [1.02, -0.16, 0.28], [0.08, 0.26, -0.26], [0.59, 0.35, 0.07], [0.33, 0.16, -0.04], [-0.03, 0.30, 0.21], [-0.06, 0.10, 0.16], [-0.27, -0.12, 0.14], [-0.22, 0.42, 0.34], [-0.45, 0.53, 0.13], [1.04, -0.75, 0.01], [-1.06, -0.43, -0.87], [1.76, -0.62, 0.36], [0.13, 0.03, 0.21], [-0.03, 0.48, 0.03], [-0.10, 0.26, -0.05], [-0.61, 0.32, 0.22], [-0.18, 0.17, 0.31], [-0.47, -0.07, -0.36], [-0.06, 0.19, 0.09], [-0.52, 0.25, -0.03], [0.08, 0.18, 0.01], [0.40, 0.39, 0.34], [-0.63, -0.19, -0.92], [0.66, -0.18, 0.90], [0.07, -0.06, 0.12], [-0.02, -0.21, 0.05], [-0.02, -0.10, -0.11], [-0.15, -0.06, 0.00], [-0.15, 0.04, 0.13], [-0.17, 0.01, -0.22], [-0.14, 0.02, 0.01], [0.00, 0.29, -0.20], [0.10, 0.02, -0.21], [0.57, -0.86, 0.30], [-1.04, -0.19, -1.82], [1.13, 0.39, 1.16], [-0.22, 0.09, 0.68], [-0.15, 0.52, -0.05], [-0.14, 0.16, 0.05], [0.16, 0.08, 0.01], [-0.20, -0.12, 0.01], [0.12, -0.31, -0.29], [-0.16, 0.00, -0.07], [-0.16, 0.18, 0.02], [0.10, 0.09, 0.05], [0.61, 0.78, 1.03], [-0.23, -0.05, -1.98], [0.92, -0.31, -1.01], [-0.30, 0.13, 0.94], [-0.43, -0.05, 0.35], [-0.34, -0.79, 0.22], [0.00, 0.02, -0.88], [0.00, 0.11, 0.34], [-0.45, -0.06, 0.31], [-0.15, -0.06, 0.04], [0.07, 0.25, 0.58], [0.33, 0.05, 0.06]],
  "mulliken_charge": [0.075, -0.487, 0.215, -1.127, -0.109, -0.644, -0.475, -0.366, -0.701, -0.086, 0.023, 0.226, 0.241, -0.006, 0.356, 0.459, 0.212, 0.326, 0.324, 0.292, 0.348, 0.297, 0.297, 0.251, -0.791, -0.273, -0.902, -0.084, -0.431, 0.013, 0.053, -0.476, -0.520, 0.247, 0.307, 0.307, 0.510, 0.367, 0.194, 0.240, 0.334, 0.445, -0.221, -0.173, 0.199, 0.115, 0.278, 0.337, -0.667, -0.371, 0.202, -0.828, -0.431, 0.493, -0.234, -0.533, 0.420, 0.106, 0.287, 0.360, -0.292, 0.597, 0.334, 0.330, 0.380, -0.596, 0.421, -0.148, 0.353, 0.007, -0.028, -0.035, -0.696, -0.290, -0.474, -0.632, -0.300, -0.975, -0.225, -0.499, 0.346, 0.239, 0.291, 0.300, 0.381, 0.288, 0.256, 0.378, 0.247, 0.378, 0.469, 0.328, 0.218, -0.043, -0.143, 0.138, -0.739, -0.276, -0.391, -0.693, -0.313, -0.816, 0.874, -0.454, 0.074, 0.246, 0.308, 0.285, 0.316, 0.311, 0.261, 0.297, 0.310, 0.169, 0.461, 0.180, -0.585, -0.192, 0.352, -0.034, -0.870, -0.246, -1.232, 0.890, -0.070, -0.511, -0.348, -0.422, -0.465, 0.239, 0.336, 0.300, 0.388, 0.736, -0.977, 0.109, 0.344, 0.461, -0.067, 0.146, 0.469, -0.032, 0.343, 0.295, 1.293, 0.071, -1.210, -0.389, -0.829, -0.713, 0.222, 0.371, -0.071, 0.495, 0.391, 0.236, 0.081, 0.444, -1.486, -0.564, 0.245, -0.345, -0.073, 0.276, 0.352, 0.340, 0.329, 0.353, -1.389, 0.439, -0.066, -0.449, 0.021, 0.435, 0.433, 0.416, 0.548, -0.197, -0.374, 0.222, -1.092, 0.382, -0.163, -0.536, 0.275, 0.076, 0.416, 0.347, 0.287, 0.100, -0.366, 0.343, 1.082, 2.519, 0.161, -0.430, -0.946, -0.138, -0.127, -1.378, -0.062, -0.475, -0.283, 0.264]
}